## w
# H3S3

A molecular structure, H3S3 (the ωB97M-V functional and the def2-TZVPD basis, the Open Molecules 2025 dataset).

Each line ends with the Mulliken charge.
CARTESIAN COORDINATES (ANGSTROEM)
S: 2.547 -0.966 -0.139  -0.672
H: 2.069 -0.536 1.017  -0.033
S: -2.112 0.630 -0.855  -0.434
S: -0.013 -0.181 -0.596  -0.060
H: -2.815 0.345 0.224  0.068
H: 0.324 0.708 0.348  0.131

Calculated values
Kohn-Sham gap: 6.654 eV
E_LUMO: 0.123 hartree
Total charge: -1
HOMO level: -3.316 eV

***

## x
# H3S3

2 unconnected molecules or ions with the total composition H3S3 (the ωB97M-V functional and the def2-TZVPD basis, the Open Molecules 2025 dataset).

Each line ends with the Mulliken charge.
CARTESIAN COORDINATES (ANGSTROEM)
S: 1.400 -1.025 -0.471  -0.239
H: 0.385 -1.304 -1.310  0.122
S: -2.254 0.158 0.669  -0.699
S: 0.916 0.972 -0.156  -0.308
H: -2.027 0.935 1.737  0.010
H: -0.492 0.685 0.221  0.114

Calculated values
Kohn-Sham gap: 6.749 eV
E_LUMO: 0.126 hartree
Total charge: -1
HOMO level: -3.330 eV

***

## y
# H3S3

A molecular structure, H3S3 (the ωB97M-V functional and the def2-TZVPD basis, the Open Molecules 2025 dataset).

Each line ends with the Mulliken charge.
CARTESIAN COORDINATES (ANGSTROEM)
S: -1.401 -1.640 0.673  -0.281
H: -1.334 -2.410 -0.407  0.095
S: 1.871 0.921 -0.113  -0.549
S: -1.422 0.274 -0.269  -0.474
H: 2.016 2.233 0.012  0.035
H: 0.270 0.622 0.103  0.174

Calculated values
Kohn-Sham gap: 6.720 eV
E_LUMO: 0.128 hartree
Total charge: -1
HOMO level: -3.225 eV

***

Most stable of them? x.

***

## w
# H28O14

14 unconnected molecules or ions with the total composition H28O14 (the ωB97M-V functional and the def2-TZVPD basis, the Open Molecules 2025 dataset).

Each line ends with the Mulliken charge.
CARTESIAN COORDINATES (ANGSTROEM)
O: 0.620 -2.930 -1.749  -0.703
H: 0.289 -2.364 -2.451  0.304
H: -0.180 -3.003 -1.229  0.282
O: 2.615 -1.050 -2.048  -0.744
H: 2.353 -0.621 -2.899  0.288
H: 2.011 -1.757 -1.850  0.485
O: 2.477 1.502 -0.863  -0.530
H: 2.395 0.591 -1.162  0.338
H: 3.036 1.947 -1.485  0.206
O: 0.110 -0.225 -0.254  0.000
H: 0.519 0.264 0.515  0.244
H: -0.687 -0.636 0.106  0.094
O: 0.893 -2.386 1.492  -0.630
H: 1.600 -3.024 1.505  0.298
H: 0.864 -1.888 0.679  0.330
O: -1.431 2.355 0.985  -0.508
H: -0.644 2.865 1.188  0.245
H: -1.864 2.054 1.745  0.249
O: -1.723 -1.220 1.544  -0.635
H: -0.953 -1.296 2.146  0.247
H: -2.205 -0.575 2.054  0.272
O: 2.929 2.792 2.042  -0.635
H: 2.963 2.558 2.971  0.277
H: 2.201 2.209 1.826  0.406
O: -0.250 1.554 -2.269  -0.653
H: -0.150 1.064 -1.406  0.347
H: -0.254 0.804 -2.919  0.285
O: -3.801 0.351 0.327  -0.618
H: -4.590 -0.147 0.499  0.305
H: -3.206 -0.191 -0.191  0.358
O: 1.181 0.953 2.073  -0.694
H: 0.478 1.202 2.669  0.249
H: 1.867 0.451 2.466  0.292
O: -1.443 -3.715 -0.019  -0.714
H: -1.745 -2.875 0.285  0.390
H: -2.076 -3.867 -0.744  0.335
O: 1.016 3.594 0.071  -0.649
H: 0.998 3.846 0.993  0.348
H: 1.533 2.738 -0.039  0.324
O: -2.601 -0.880 -1.921  -0.646
H: -1.861 -0.764 -2.511  0.229
H: -3.304 -0.259 -2.183  0.331

Calculated values
Kohn-Sham gap: 9.889 eV
E_LUMO: -0.013 hartree
HOMO level: -10.245 eV

***

## x
# H28O14

14 unconnected molecules or ions with the total composition H28O14 (the ωB97M-V functional and the def2-TZVPD basis, the Open Molecules 2025 dataset).

Each line ends with the Mulliken charge.
CARTESIAN COORDINATES (ANGSTROEM)
O: -1.504 2.164 0.888  -0.683
H: -1.710 2.526 0.026  0.249
H: -0.562 2.302 0.988  0.414
O: 0.331 -0.324 0.001  0.348
H: 0.389 0.625 -0.112  0.040
H: 0.563 -0.471 0.918  -0.035
O: 1.980 -0.227 -2.242  -0.660
H: 1.542 -0.244 -1.391  0.333
H: 2.527 0.558 -2.215  0.305
O: 1.630 -3.159 1.141  -0.674
H: 1.541 -2.424 1.748  0.408
H: 0.739 -3.323 0.832  0.364
O: -1.661 0.990 -2.238  -0.698
H: -1.575 0.970 -3.191  0.288
H: -2.357 1.627 -2.073  0.259
O: -1.315 -2.484 1.703  -0.578
H: -2.192 -2.803 1.915  0.292
H: -1.168 -2.767 0.800  0.322
O: 3.436 1.174 1.227  -0.609
H: 2.523 1.459 1.203  0.322
H: 3.791 1.574 2.021  0.286
O: 0.657 2.962 -2.052  -0.566
H: 0.828 3.628 -2.717  0.271
H: -0.097 2.477 -2.386  0.272
O: 1.072 2.682 0.614  -0.677
H: 1.515 3.384 1.090  0.333
H: 1.195 2.904 -0.309  0.268
O: -0.447 -3.509 -0.637  -0.649
H: -0.633 -4.246 -1.219  0.272
H: -0.477 -2.741 -1.206  0.322
O: 1.886 -0.954 2.873  -0.664
H: 2.025 -0.259 3.517  0.259
H: 2.723 -1.416 2.833  0.265
O: -1.193 0.383 2.929  -0.683
H: -1.459 0.891 2.163  0.403
H: -1.230 -0.528 2.638  0.327
O: -3.401 -0.075 -0.245  -0.610
H: -2.525 0.175 -0.540  0.294
H: -3.991 0.313 -0.892  0.310
O: -1.172 -1.588 -2.576  -0.673
H: -1.299 -0.672 -2.328  0.339
H: -0.923 -1.554 -3.499  0.297

Calculated values
Kohn-Sham gap: 8.853 eV
E_LUMO: -0.029 hartree
HOMO level: -9.654 eV

***

Most stable of them? x.

***

## w
# C3H2BrCl

C3H2BrCl in the gas phase (the ωB97M-V functional and the def2-TZVPD basis, the Open Molecules 2025 dataset).

Each line ends with the Mulliken charge.
CARTESIAN COORDINATES (ANGSTROEM)
C: 0.131 -1.154 -0.183  -0.191
C: -0.886 0.921 0.751  -0.253
C: 0.284 0.320 0.036  -0.213
Cl: 1.528 -1.955 -0.037  -0.032
Br: -2.443 0.608 -0.120  -0.001
H: 1.061 0.813 0.608  0.352
H: 0.326 0.447 -1.055  0.338

Calculated values
Kohn-Sham gap: 7.885 eV
E_LUMO: -0.035 hartree
HOMO level: -8.832 eV

***

## x
# C3H2BrCl

C3H2BrCl in the gas phase (the ωB97M-V functional and the def2-TZVPD basis, the Open Molecules 2025 dataset).

Each line ends with the Mulliken charge.
CARTESIAN COORDINATES (ANGSTROEM)
Cl: -0.105 2.225 -1.251  -0.099
C: 0.118 1.052 -0.123  0.033
C: -0.847 -0.263 0.623  -0.111
Br: -0.905 -0.884 2.338  -0.030
C: 0.343 -0.433 -0.333  -0.282
H: 0.103 -0.882 -1.297  0.238
H: 1.292 -0.815 0.044  0.251

Calculated values
Kohn-Sham gap (alpha / beta): 7.853 / 7.525 eV
E_LUMO (alpha / beta): -0.032 / -0.042 hartree
SMILES: ClC1=C(Br)C1
HOMO level (alpha / beta): -8.730 / -8.655 eV

***

Most stable of them? x.

***

## w
# C5H13NO2S

C5H13NO2S in the gas phase (the ωB97M-V functional and the def2-TZVPD basis, the Open Molecules 2025 dataset).

Each line ends with the Mulliken charge.
CARTESIAN COORDINATES (ANGSTROEM)
C: 2.846 0.513 1.245  -0.933
S: 2.263 0.276 -0.271  1.114
O: 2.466 1.304 -1.239  -0.610
O: 2.155 -1.064 -0.712  -0.560
N: 0.269 0.832 0.175  -0.539
C: -0.886 -0.139 -0.085  1.436
C: -0.998 -0.289 -1.650  -1.554
C: -0.744 -1.502 0.504  -1.661
C: -2.186 0.470 0.408  -1.847
H: 3.446 1.406 1.213  0.307
H: 3.319 -0.296 1.736  0.330
H: 0.350 1.630 -0.423  0.377
H: 0.078 1.184 1.175  0.384
H: -0.092 -0.450 -2.154  0.424
H: -1.648 -1.223 -1.691  0.349
H: -1.407 0.661 -1.957  0.458
H: 0.137 -1.995 0.044  0.393
H: -1.694 -2.019 0.508  0.445
H: -0.322 -1.460 1.560  0.371
H: -2.279 0.215 1.403  0.515
H: -2.045 1.622 0.364  0.368
H: -3.027 0.324 -0.153  0.435

Calculated values
Kohn-Sham gap: 8.925 eV
E_LUMO: 0.020 hartree
SMILES: C=[S@@](=O)([O-])[NH2+]C(C)(C)C
HOMO level: -8.374 eV

***

## x
# C5H13NO2S

2 unconnected molecules or ions with the total composition C5H13NO2S (the ωB97M-V functional and the def2-TZVPD basis, the Open Molecules 2025 dataset).

Each line ends with the Mulliken charge.
CARTESIAN COORDINATES (ANGSTROEM)
C: -1.158 -1.505 2.619  -0.896
S: -0.654 -0.126 1.497  -0.059
C: -1.113 -0.709 -0.156  -0.595
C: -0.624 0.121 -1.285  -0.642
C: 0.879 0.332 -1.402  -0.499
N: 1.281 0.747 -2.746  -0.121
C: 1.984 1.798 -3.107  0.050
O: 2.458 2.571 -2.279  -0.592
H: -0.840 -2.428 2.106  0.257
H: -2.250 -1.547 2.774  0.271
H: -0.664 -1.461 3.604  0.379
H: -0.751 -1.753 -0.220  0.345
H: -2.214 -0.727 -0.265  0.371
H: -0.894 -0.396 -2.226  0.387
H: -0.993 1.162 -1.355  0.231
H: 1.483 -0.580 -1.232  0.253
H: 1.253 1.116 -0.715  0.335
H: 0.977 0.207 -3.561  0.248
H: 2.043 1.920 -4.216  0.296
O: 0.303 0.429 3.901  -0.643
H: 0.028 0.645 4.821  0.298
H: -0.533 0.186 3.443  0.326

Calculated values
Kohn-Sham gap: 9.571 eV
E_LUMO: 0.027 hartree
SMILES: CSCCCNC=O.O
HOMO level: -8.829 eV

***

## y
# C5H13NO2S

C5H13NO2S in the gas phase (the ωB97M-V functional and the def2-TZVPD basis, the Open Molecules 2025 dataset).

Each line ends with the Mulliken charge.
CARTESIAN COORDINATES (ANGSTROEM)
C: -0.442 2.094 1.167  -1.086
C: 2.045 -1.232 -0.605  -1.341
C: -0.754 1.396 -0.178  -0.658
C: 1.366 0.068 -0.759  -0.552
C: -0.267 -0.040 -0.346  0.521
N: -0.923 -0.688 -1.474  -0.657
O: -1.915 -0.813 1.671  -0.519
O: -0.539 -2.502 0.563  -0.613
S: -0.375 -1.187 1.133  0.506
H: -0.940 1.655 2.175  0.211
H: -0.751 3.130 1.026  0.381
H: 0.590 2.046 1.328  0.341
H: 2.249 -1.507 0.529  0.263
H: 1.619 -2.041 -1.129  0.349
H: 3.047 -1.038 -0.973  0.467
H: -0.351 1.844 -1.009  0.430
H: -1.899 1.290 -0.355  0.321
H: 1.268 0.410 -1.749  0.457
H: 1.939 0.883 -0.148  0.234
H: -0.703 -1.766 -1.637  0.315
H: -2.368 -1.618 2.027  0.330
H: -1.897 -0.383 -1.258  0.300

Calculated values
Kohn-Sham gap: 9.439 eV
E_LUMO: 0.026 hartree
HOMO level: -8.731 eV

***

Most stable of them? x.